No. 1
{"formula": "C23H33F3MnN6O3", "method": "ωB97M-V/def2-TZVPD", "charge": 1, "homo_ev": [-10.34, -10.57], "lumo_ev": [-3.4, -3.2], "homo_lumo_gap_ev": [6.929, 7.409], "spin_multiplicity": 5, "s_squared": 6.137, "symbols": ["Mn", "C", "N", "C", "N", "O", "H", "H", "H", "H", "H", "H", "F", "C", "F", "F", "C", "C", "C", "C", "C", "C", "C", "C", "N", "C", "C", "C", "C", "H", "H", "H", "H", "H", "H", "H", "H", "H", "H", "H", "H", "H", "H", "H", "H", "H", "H", "N", "C", "C", "C", "C", "C", "N", "C", "H", "H", "H", "H", "N", "C", "C", "O", "O", "H", "H", "H", "H", "H"], "positions_angstrom": [[-0.166279, -0.260738, 0.264460], [5.278144, -0.527326, -0.095877], [3.919514, -0.996055, 0.097726], [2.826442, -0.376625, -0.353453], [2.937898, 0.746626, -1.075371], [1.695789, -0.883110, -0.106840], [5.953345, -1.208110, 0.412969], [5.424821, 0.468078, 0.329901], [5.543811, -0.514037, -1.153936], [3.727807, -1.773616, 0.709716], [3.825204, 1.202997, -1.195813], [2.086490, 1.287244, -1.181228], [-2.956483, -0.711948, -0.190946], [-2.207538, -0.055459, 0.727998], [-2.748437, 1.162930, 0.833530], [-2.490112, -0.673825, 1.934176], [-1.036299, -0.227873, -4.436535], [-1.223829, 0.845090, -3.400624], [-2.170270, 1.844203, -3.559021], [-2.338099, 2.840974, -2.597411], [-3.348800, 3.935324, -2.800175], [-1.576760, 2.811069, -1.438261], [-0.622846, 1.810960, -1.235161], [-0.438350, 0.857943, -2.251582], [0.128644, 1.589767, -0.061987], [0.438991, 2.649723, 0.924486], [0.979539, 3.886378, 0.198928], [-0.722289, 3.020648, 1.854624], [1.561680, 2.095911, 1.808706], [-1.518165, 0.040544, -5.374902], [-1.475462, -1.170464, -4.099957], [0.022240, -0.402795, -4.637551], [-2.785329, 1.860456, -4.451185], [-3.996754, 3.723262, -3.648562], [-2.851345, 4.888887, -2.986248], [-3.973017, 4.058135, -1.914637], [-1.755505, 3.556031, -0.678991], [0.390135, 0.156382, -2.171778], [0.223470, 4.398995, -0.389598], [1.793325, 3.606710, -0.475450], [1.377751, 4.592871, 0.927629], [-1.596937, 3.398752, 1.335187], [-0.388013, 3.787623, 2.555413], [-1.033450, 2.148246, 2.433624], [2.462004, 1.892115, 1.228814], [1.245367, 1.176375, 2.306667], [1.815456, 2.820337, 2.583314], [-2.622994, -5.908336, 2.103156], [-2.093277, -5.286403, 1.296573], [-1.445571, -4.470835, 0.308249], [-0.995435, -4.984802, -0.902350], [-0.358024, -4.126532, -1.779060], [-0.172738, -2.805935, -1.411341], [-0.612274, -2.309448, -0.249261], [-1.251521, -3.125387, 0.587035], [-1.143341, -6.028749, -1.142657], [0.005079, -4.472395, -2.735710], [0.349352, -2.119778, -2.062208], [-1.633260, -2.699839, 1.502293], [-0.841416, -2.064442, 4.533875], [0.514278, -2.541373, 4.268712], [1.060206, -1.896282, 2.997995], [2.130266, -2.119995, 2.518210], [0.163662, -1.044235, 2.441465], [-1.525339, -2.809164, 4.536538], [-0.612564, -1.070354, 3.077148], [-0.917427, -1.567621, 5.410596], [0.554900, -3.620755, 4.121984], [1.209959, -2.306925, 5.073998]], "forces_ev_per_a": [[-0.080, 0.067, 0.045], [-0.001, 0.030, 0.012], [-0.072, 0.029, -0.073], [0.042, -0.035, 0.207], [0.034, 0.036, -0.139], [0.019, -0.033, -0.137], [0.001, -0.010, -0.012], [-0.004, 0.001, -0.001], [0.003, 0.002, 0.000], [-0.029, -0.017, 0.049], [-0.016, 0.015, 0.005], [0.022, -0.014, 0.033], [-0.044, -0.064, -0.062], [0.061, 0.079, 0.015], [-0.007, 0.061, -0.018], [0.020, -0.010, 0.014], [0.006, -0.005, -0.018], [-0.023, 0.015, 0.015], [-0.016, 0.001, -0.024], [0.019, -0.028, -0.007], [-0.011, 0.003, 0.013], [0.013, -0.037, 0.023], [0.010, -0.013, 0.031], [-0.004, 0.037, 0.006], [-0.042, 0.000, -0.064], [0.056, -0.046, 0.043], [0.026, -0.048, -0.031], [0.046, -0.038, 0.016], [-0.033, 0.032, 0.036], [0.007, -0.002, -0.002], [-0.003, 0.001, -0.002], [-0.004, -0.005, 0.002], [0.008, 0.002, -0.003], [-0.004, 0.004, 0.002], [0.002, -0.003, -0.003], [0.000, 0.004, -0.004], [-0.022, 0.020, 0.018], [0.000, -0.030, -0.016], [-0.029, 0.012, -0.002], [-0.002, 0.013, 0.016], [-0.018, 0.001, 0.017], [-0.014, 0.007, -0.055], [0.001, -0.004, -0.001], [-0.008, 0.039, 0.002], [-0.009, -0.006, 0.004], [0.041, 0.011, -0.004], [0.003, -0.014, 0.005], [0.063, 0.000, 0.037], [-0.122, -0.011, -0.045], [0.056, 0.046, 0.027], [0.003, -0.009, -0.005], [0.009, 0.030, -0.002], [-0.009, -0.040, 0.013], [-0.044, -0.021, 0.015], [0.009, -0.056, -0.069], [-0.002, 0.001, -0.001], [0.003, -0.003, 0.001], [0.019, 0.024, -0.012], [0.002, 0.014, 0.032], [0.062, 0.004, 0.011], [-0.028, 0.041, 0.026], [-0.058, -0.121, -0.044], [0.090, 0.011, 0.053], [0.080, 0.068, 0.070], [0.005, 0.007, -0.005], [-0.099, -0.026, -0.061], [0.005, -0.007, 0.000], [0.012, -0.006, -0.005], [0.003, -0.005, 0.011]]}

No. 2
{"formula": "C30H52Br14O12", "method": "ωB97M-V/def2-TZVPD", "homo_ev": -10.33, "lumo_ev": -0.3, "homo_lumo_gap_ev": 9.991, "smiles": "C[C@H]1COC(=O)O1.C[C@H]1COC(=O)O1.C[C@H]1COC(=O)O1.C[C@H]1COC(=O)O1.BrCCBr.BrCCBr.BrCCBr.BrCCBr.BrCCBr.BrCCBr.BrCCBr", "spin_multiplicity": 1, "symbols": ["C", "C", "C", "O", "C", "O", "O", "H", "H", "H", "H", "H", "H", "C", "C", "C", "O", "C", "O", "O", "H", "H", "H", "H", "H", "H", "C", "C", "C", "O", "C", "O", "O", "H", "H", "H", "H", "H", "H", "C", "C", "C", "O", "C", "O", "O", "H", "H", "H", "H", "H", "H", "Br", "C", "C", "Br", "H", "H", "H", "H", "Br", "C", "C", "Br", "H", "H", "H", "H", "Br", "C", "C", "Br", "H", "H", "H", "H", "Br", "C", "C", "Br", "H", "H", "H", "H", "Br", "C", "C", "Br", "H", "H", "H", "H", "Br", "C", "C", "Br", "H", "H", "H", "H", "Br", "C", "C", "Br", "H", "H", "H", "H"], "positions_angstrom": [[-3.382073, -3.335876, -4.743533], [-3.655073, -3.158166, -6.222943], [-2.558123, -2.468416, -7.053203], [-2.345183, -3.363386, -8.166593], [-2.944873, -4.528926, -7.947633], [-2.911153, -5.551936, -8.677113], [-3.631273, -4.442666, -6.780043], [-3.919483, -4.187816, -4.327023], [-3.846783, -2.507946, -4.208103], [-2.341913, -3.448116, -4.437663], [-4.604183, -2.640106, -6.360483], [-1.648223, -2.156136, -6.540693], [-2.903713, -1.472306, -7.329633], [2.726957, 4.550744, -6.546033], [2.104737, 5.587094, -5.582193], [2.327797, 5.228034, -4.152443], [3.040287, 6.318534, -3.598343], [3.213637, 7.278154, -4.616553], [3.730507, 8.384634, -4.558533], [2.774697, 6.806024, -5.714563], [3.655917, 4.037964, -6.296633], [2.801317, 4.970014, -7.549413], [1.998977, 3.743304, -6.624663], [1.048467, 5.800914, -5.745523], [2.944237, 4.348634, -3.966023], [1.410777, 4.978244, -3.618813], [-4.786573, -4.392186, 1.968147], [-6.161963, -4.550626, 1.290147], [-6.387983, -5.707136, 0.361137], [-7.336223, -6.441506, 1.104027], [-7.563743, -5.870986, 2.310377], [-8.238483, -6.396856, 3.221027], [-7.080363, -4.638716, 2.337327], [-4.658503, -5.093336, 2.792827], [-4.613923, -3.391876, 2.365217], [-3.965393, -4.660886, 1.303657], [-6.278613, -3.656606, 0.677597], [-5.541093, -6.359166, 0.147317], [-6.827343, -5.284846, -0.542593], [-0.193773, 6.730794, 2.301577], [-1.540763, 6.594884, 2.947437], [-2.219033, 7.965444, 3.128427], [-3.579343, 7.647784, 2.756897], [-3.602573, 6.474284, 2.069107], [-4.596633, 5.973264, 1.625107], [-2.350113, 5.982894, 1.966067], [0.337727, 7.578304, 2.734407], [-0.196733, 6.844364, 1.217507], [0.316757, 5.772754, 2.399587], [-1.580263, 5.998214, 3.858767], [-1.884303, 8.761044, 2.462787], [-2.015733, 8.294434, 4.147517], [7.083597, -0.919756, -3.077363], [7.493517, 0.944254, -2.496423], [6.266017, 1.543894, -1.854073], [6.700047, 3.315934, -1.272153], [7.745817, 1.495994, -3.401973], [8.380387, 0.960814, -1.862953], [5.999647, 0.892934, -1.021373], [5.502567, 1.585554, -2.630933], [-3.452493, 3.669254, -4.252003], [-4.872843, 4.882304, -3.635763], [-5.986183, 3.990314, -3.098353], [-7.713333, 4.932734, -2.767453], [-5.072343, 5.534984, -4.485653], [-4.446733, 5.409134, -2.781963], [-5.646303, 3.557214, -2.157603], [-6.178173, 3.078794, -3.664353], [0.759957, 0.281894, -1.076753], [0.090217, -0.701476, 0.482317], [-0.828813, 0.301904, 1.225597], [-2.556763, 0.330924, 0.357397], [0.966987, -0.941956, 1.083607], [-0.294083, -1.690816, 0.234097], [-0.439603, 1.307114, 1.387347], [-1.020063, -0.166186, 2.191217], [4.349847, -0.301546, 7.273457], [5.214377, -1.244746, 5.712017], [5.610547, -0.360396, 4.544857], [4.024567, 0.736754, 4.022017], [4.482257, -1.999376, 5.424557], [6.079417, -1.807986, 6.062097], [5.958997, -0.800866, 3.610687], [6.373517, 0.380784, 4.782837], [-0.785383, 0.731244, 11.006887], [-1.870753, 1.458644, 9.559997], [-1.306803, 0.991614, 8.164117], [-2.553603, 1.829784, 6.847797], [-2.030403, 2.525504, 9.716237], [-2.888253, 1.131394, 9.773797], [-1.461263, -0.085816, 8.105797], [-0.282583, 1.301214, 7.956227], [5.554137, -4.003586, 0.354587], [7.305017, -4.900156, 0.753467], [7.311917, -6.207566, -0.105213], [9.112037, -7.122926, 0.090547], [7.324187, -4.940436, 1.842557], [8.122207, -4.227846, 0.492127], [7.216677, -6.009426, -1.172813], [6.544387, -6.947276, 0.122487], [0.578427, -5.137066, 3.785117], [1.121367, -6.689596, 2.520897], [2.305277, -7.493786, 2.985377], [2.549527, -9.007716, 1.789667], [1.420067, -6.291026, 1.551357], [0.216327, -7.284806, 2.399537], [2.170707, -7.874936, 3.997657], [3.210897, -6.888066, 3.017807]], "forces_ev_per_a": [[-0.659, 0.529, 0.827], [1.546, 0.021, 0.591], [-0.468, 1.077, 0.229], [0.607, 1.031, -0.078], [-0.618, -3.467, -1.658], [0.035, 4.233, 2.884], [-0.708, -1.804, -1.000], [-0.044, -0.259, -0.441], [0.404, 0.339, 0.122], [0.051, 0.149, -0.368], [-0.211, -0.404, -0.241], [0.417, -1.166, 0.164], [-0.350, -0.265, -1.020], [-1.530, -0.033, -0.489], [0.687, -1.447, -0.870], [0.312, -1.150, 1.592], [0.078, 2.033, -0.504], [1.932, 2.371, 2.524], [-0.949, -2.529, 0.998], [-0.716, -0.067, -2.889], [0.150, 0.704, 0.531], [0.101, 0.075, 0.048], [-0.130, -0.158, -0.087], [0.023, -0.359, -0.496], [0.224, -0.122, -0.519], [-0.196, 0.673, 0.178], [0.427, -0.766, -0.252], [3.312, 2.314, -0.104], [-0.372, -0.022, 0.312], [-0.580, -1.173, 0.521], [-3.558, -2.310, 2.706], [2.544, 1.770, -3.240], [-0.619, 0.031, 0.169], [-0.348, -0.069, 0.153], [-0.202, -0.015, -0.147], [-0.011, 0.316, -0.359], [-0.581, 0.336, 0.474], [0.105, 0.259, -0.012], [-0.106, -0.659, -0.219], [0.979, -0.697, 0.338], [0.319, 1.498, -1.455], [0.040, -0.874, -0.243], [0.068, 0.185, 0.738], [-0.820, -0.088, -0.104], [0.956, 0.490, 0.217], [-1.238, -0.813, -0.122], [0.414, -0.327, 0.090], [-0.725, 0.460, 0.073], [0.555, 0.230, 0.440], [0.199, 0.069, 0.063], [0.263, -0.258, -0.207], [-0.999, 0.106, 0.148], [0.259, 0.770, 0.352], [0.319, 0.025, -0.672], [0.416, -1.117, -0.472], [-0.092, 0.287, 0.188], [-0.026, -0.213, -0.027], [-0.248, -0.390, 0.101], [-0.408, 0.492, 0.064], [-0.241, 0.127, 0.483], [-0.016, 0.129, 0.062], [-0.022, -0.455, 0.365], [-0.169, -0.437, 0.267], [1.040, -0.416, -0.238], [-0.312, -0.176, 0.303], [0.001, 0.273, -0.392], [-0.192, 0.509, 0.296], [-0.313, 0.573, -0.633], [0.056, -0.594, -0.133], [0.644, 1.361, 0.448], [0.048, -2.122, 0.321], [-0.108, 0.334, -0.054], [0.112, 0.452, 0.092], [-0.663, 0.538, -0.361], [0.041, -0.254, -0.449], [-0.117, 0.272, 0.148], [0.896, -0.588, -1.005], [-0.195, -0.430, -0.044], [-0.690, 1.478, 0.196], [0.555, -0.338, -0.195], [-0.102, 0.296, -0.068], [0.043, 0.342, 0.357], [-0.365, -0.720, 0.347], [-0.180, -0.052, 0.382], [0.018, 0.158, -0.185], [-0.115, -0.107, -0.477], [-1.715, 0.743, 1.396], [0.678, -0.384, 0.272], [1.014, 0.149, -0.338], [0.181, -0.769, -0.480], [0.256, 0.197, -0.264], [-0.299, 0.013, 0.057], [0.774, -0.212, 0.130], [-0.565, -0.404, -0.772], [0.872, 0.380, 0.633], [-1.116, 0.551, -0.013], [-0.128, -0.811, -0.226], [-0.293, -0.031, -0.451], [0.226, 0.334, 0.225], [0.209, 0.203, 0.488], [0.724, -1.397, -1.130], [-0.223, 0.523, -0.170], [-0.024, 0.309, 1.302], [0.022, 0.274, 0.115], [-0.492, 0.565, 0.165], [0.129, 0.152, 0.241], [-0.099, -0.236, -0.189], [-0.017, -0.152, -0.359]]}